The following is a quantum chemistry calculation of 6 unconnected molecules or ions with the total composition C2H16O5 in a non-equilibrium geometry, from OMol25.

Bonds (Å) are listed after each position.
Positions of all 23 atoms, in Å:
1 C 2.3874 -1.6432 1.1406  C2 1.551, H3 1.100, H4 1.136, H5 1.116
2 C 1.3867 -0.6272 0.5306  C1 1.551, H6 1.033, H7 1.134, H8 1.083
3 H 1.8880 -2.2743 1.8910  C1 1.100
4 H 3.2316 -1.0452 1.6110  C1 1.136
5 H 2.8247 -2.3630 0.4076  C1 1.116
6 H 0.5291 -0.7120 1.0997  C2 1.033
7 H 1.6002 0.4860 0.5008  C2 1.134
8 H 1.2825 -0.9892 -0.4852  C2 1.083
9 O -0.4232 -3.2488 2.1830  H10 0.946, H11 0.935
10 H -0.1603 -4.1100 2.4735  O9 0.946
11 H -0.9881 -3.4285 1.4598  O9 0.935
12 O 0.2585 2.6009 -0.7005  H13 0.972, H14 0.970
13 H -0.6763 2.3521 -0.7965  O12 0.972
14 H 0.5969 1.9491 -0.0669  O12 0.970
15 O -0.7312 0.3461 -2.8206  H16 0.975, H17 0.961
16 H -0.3405 -0.3532 -2.2647  O15 0.975
17 H -0.0456 0.9863 -2.6106  O15 0.961
18 O -2.0966 1.1517 1.0207  H19 0.922, H20 0.949
19 H -1.9092 2.0518 1.0867  O18 0.922
20 H -2.0356 0.6848 1.8447  O18 0.949
21 O -2.2424 3.1129 -2.4861  H22 0.974, H23 0.943
22 H -2.8401 2.4109 -2.1719  O21 0.974
23 H -1.4965 2.6621 -2.8469  O21 0.943

highest occupied orbital energy: -11.393 eV
SMILES: CC.O.O.O.O.O
LUMO energy: 0.3 eV
HOMO-LUMO gap: 0.4315 hartree


The following is a quantum chemistry calculation of 2 unconnected molecules or ions with the total composition C5H15N3S in a non-equilibrium geometry, from OMol25.

Bonds (Å) are listed after each position.
Positions of all 24 atoms, in Å:
1 C 2.7774 -0.0671 -0.6643  N6 1.305, S9 1.512
2 C 0.2116 -1.9896 0.2451  C4 1.579, H10 1.070, H11 1.184, H12 1.046
3 C -2.0851 0.3620 -0.1557  C5 1.540, H13 1.099, H14 1.073, H15 1.069
4 C 0.2471 -0.6814 1.1282  C2 1.579, N8 1.489, H16 1.125, H17 1.043
5 C -0.6861 0.7751 -0.6496  C3 1.540, N8 1.428, H18 1.180, H19 1.052
6 N 2.4708 -0.1160 -1.9315  C1 1.305, H20 1.048, H21 1.033
7 N 0.5151 1.5716 1.1435  N8 1.479, H22 0.993, H23 0.960, H24 1.015
8 N 0.4304 0.4523 0.1798  C4 1.489, C5 1.428, N7 1.479
9 S 3.6933 -0.0263 0.5384  C1 1.512
10 H -0.7280 -2.1813 -0.2290  C2 1.070
11 H 1.1273 -1.9047 -0.5009  C2 1.184
12 H 0.3474 -2.8604 0.8083  C2 1.046
13 H -2.3273 0.9290 0.7544  C3 1.099
14 H -2.7121 0.6809 -0.9659  C3 1.073
15 H -2.0895 -0.6995 -0.0307  C3 1.069
16 H 1.0726 -0.5509 1.8813  C4 1.125
17 H -0.6805 -0.6759 1.6040  C4 1.043
18 H -0.6247 1.9200 -0.9264  C5 1.180
19 H -0.5585 0.2452 -1.5495  C5 1.052
20 H 1.4884 -0.3367 -2.2228  N6 1.048
21 H 3.0676 -0.5225 -2.6698  N6 1.033
22 H -0.3967 1.8366 1.4342  N7 0.993
23 H 1.0665 1.2598 1.8643  N7 0.960
24 H 0.9994 2.3940 0.7973  N7 1.015

net charge: +2
highest occupied orbital energy: -18.561 eV
LUMO energy: -9.5 eV
HOMO-LUMO gap: 0.3330 hartree